# 1
20
Properties=species:S:1:pos:R:3:forces:R:3 method="wB97M-V/def2-TZVPD" lumo_ha=-0.1564 gap_ev=9.23 e_above_lowest_kcal_mol=93.75 total_charge=+1
C 0.023 -1.669 -0.616 3.548 -0.896 -0.822
C -2.504 0.471 0.362 1.166 0.745 1.366
C 1.809 0.035 -0.428 -0.862 -1.569 3.820
C 0.668 -0.715 0.269 -0.265 2.745 -0.399
N 2.098 1.408 -0.112 1.873 0.370 -1.489
N -1.170 1.112 0.166 -0.139 -0.499 1.216
O 0.470 -0.559 1.522 1.271 -0.305 0.181
H 0.895 -2.274 -1.133 -1.630 0.698 1.224
H -0.607 -2.268 -0.066 -1.800 -1.624 0.526
H -0.341 -1.131 -1.457 -1.001 0.423 -0.454
H -2.846 -0.337 -0.248 0.398 -0.399 -0.776
H -2.360 0.121 1.397 -0.588 -0.435 -0.328
H -3.276 1.202 0.440 -0.801 0.540 -0.229
H 1.629 -0.226 -1.402 0.055 -0.068 -2.710
H 2.454 -0.794 -0.031 1.083 0.858 -0.379
H 3.136 1.570 -0.040 -1.152 -0.686 0.804
H 2.044 1.846 -1.045 -0.764 0.295 0.579
H -0.939 1.704 -0.602 -0.763 0.371 -0.935
H -1.148 1.720 1.003 0.754 -0.338 -0.796
H -0.036 -1.217 2.019 -0.381 -0.225 -0.402

# 2
48
Properties=species:S:1:pos:R:3:forces:R:3 method="wB97M-V/def2-TZVPD" lumo_ha=0.0134 gap_ev=8.93
O 0.690 -2.880 0.885 0.451 0.215 -1.268
F 4.478 4.061 1.939 -0.081 -1.725 0.079
F -0.802 3.582 3.207 -0.985 0.286 -1.206
O 0.603 -2.630 -1.813 -1.758 0.766 2.708
O -1.552 -2.625 -0.076 0.319 1.128 -0.684
S -2.920 1.424 -1.986 2.375 -0.789 1.370
C -1.570 0.246 -1.712 -0.554 -0.612 -0.071
C -0.925 0.401 -0.505 0.124 -0.066 -1.262
C 3.912 1.621 1.760 -0.712 1.034 -1.115
C 2.852 3.289 0.466 -0.641 1.782 -0.765
C -2.272 3.953 1.125 0.207 -0.523 2.991
C -2.902 3.388 0.020 1.778 -0.212 0.737
C -0.825 2.050 1.421 -0.133 0.927 1.333
C 3.146 0.636 1.104 0.468 0.249 -0.671
C 2.075 2.355 -0.269 -0.361 1.768 0.369
C 3.839 2.971 1.399 -2.537 0.148 -1.738
C -1.343 3.192 2.019 -0.543 0.114 -3.679
C -2.356 2.223 -0.514 -0.678 0.329 0.547
C -1.314 1.599 0.188 -0.525 -0.774 -0.542
C 2.277 1.035 0.003 1.692 -1.366 2.631
C 1.345 -4.547 -3.053 0.552 -0.546 -0.444
C -3.446 -1.706 1.219 0.641 0.283 -0.796
C 0.259 -3.946 -2.319 -3.171 2.275 -2.035
C -2.075 -2.358 1.256 -0.775 -1.287 1.367
C 1.540 0.026 -0.747 -0.700 -0.071 -1.753
C 0.237 -0.446 -0.066 0.355 0.228 -0.772
P 0.003 -2.220 -0.263 1.385 -2.044 0.913
H -1.396 -0.573 -2.470 -0.267 1.077 1.084
H 4.541 1.510 2.565 1.439 -1.364 1.771
H 2.646 4.380 0.337 0.270 -0.996 -0.074
H -2.604 4.919 1.485 -0.142 0.005 0.029
H -3.730 3.831 -0.464 -0.569 0.860 -0.319
H -0.009 1.603 1.983 -0.105 -0.488 -0.376
H 3.332 -0.465 1.390 -0.619 1.900 -0.593
H 1.194 2.659 -0.971 2.036 -0.335 1.232
H 0.922 -5.556 -3.251 1.104 0.245 0.006
H 1.495 -4.024 -4.013 0.525 -0.269 0.571
H 2.125 -4.465 -2.299 1.034 -0.776 -0.816
H -3.901 -1.836 2.186 -0.438 -0.146 0.213
H -4.056 -2.033 0.390 -0.357 -0.547 0.052
H -3.320 -0.641 1.048 0.033 0.292 0.058
H -0.542 -3.759 -3.149 0.475 -0.427 2.068
H -0.035 -4.593 -1.529 -0.696 -0.344 0.711
H -2.067 -3.316 1.851 -0.202 0.612 -1.086
H -1.526 -1.719 1.946 1.075 0.244 -0.770
H 1.270 0.560 -1.664 -0.112 -0.614 -0.247
H 2.146 -0.816 -1.034 0.419 -0.316 0.027
H 0.563 -0.363 0.977 -1.094 -0.131 0.215

# 3
75
Properties=species:S:1:pos:R:3:forces:R:3 method="wB97M-V/def2-TZVPD" lumo_ha=-0.2207 gap_ev=7.43 total_charge=+2
Sc -0.117 -0.809 -0.548 -0.178 -0.429 0.132
C 1.947 2.847 0.334 -0.748 -2.041 0.753
C 2.935 1.696 0.690 -1.304 -0.068 -0.566
P 2.304 -0.057 0.618 0.951 0.168 -0.331
C 3.609 -0.903 1.558 -0.094 0.604 -1.479
C 3.310 -1.541 2.716 0.434 -1.272 1.924
C 4.346 -2.152 3.475 -1.083 0.130 -0.230
C 5.639 -2.106 3.053 1.484 0.165 -0.210
C 5.952 -1.368 1.893 0.296 -0.474 -0.833
C 4.932 -0.820 1.103 1.399 0.077 0.467
C 2.508 -0.690 -1.120 -0.720 0.512 -0.003
C 1.791 0.020 -2.119 -0.392 1.103 0.648
C 1.482 -0.534 -3.354 0.080 0.802 0.578
C 1.927 -1.783 -3.634 0.832 -2.055 -1.009
C 2.664 -2.540 -2.697 -0.130 0.428 -0.292
C 2.933 -1.982 -1.435 -0.622 -0.432 -1.141
C 0.517 2.812 0.941 0.371 -1.011 -1.618
P -0.744 1.842 -0.116 0.932 -0.316 0.738
C -0.695 2.494 -1.794 0.036 0.950 -0.124
C -0.230 3.808 -2.045 -0.308 -1.527 -0.812
C -0.123 4.212 -3.378 0.912 0.665 0.702
C -0.398 3.366 -4.427 -0.813 -0.153 -0.274
C -1.038 2.165 -4.161 -0.450 -1.050 -1.196
C -1.151 1.703 -2.870 -0.928 -1.083 0.942
C -2.325 2.269 0.628 0.245 -0.693 -0.115
C -3.246 3.076 -0.044 0.533 -0.177 -0.712
C -4.457 3.345 0.525 -0.557 -1.156 2.219
C -4.751 2.774 1.779 0.364 -0.063 0.584
C -3.799 1.965 2.456 -1.258 -0.828 0.816
C -2.598 1.640 1.869 0.229 1.676 -1.122
H 1.811 2.894 -0.719 0.312 0.048 -1.037
H 2.461 3.711 0.618 0.520 1.643 0.502
H 3.371 1.733 1.673 -0.343 0.333 0.821
H 3.798 1.851 0.078 0.612 -0.334 -0.778
H 2.289 -1.633 3.071 0.028 0.139 -0.033
H 4.173 -2.695 4.388 -0.552 -0.018 0.134
H 6.424 -2.650 3.641 -0.754 0.789 -0.742
H 6.998 -1.322 1.525 -0.852 0.045 0.385
H 5.244 -0.301 0.176 -0.518 -0.314 0.576
H 1.457 1.072 -1.963 0.377 -0.793 0.123
H 0.943 0.033 -4.090 -0.120 0.209 -0.117
H 1.750 -2.143 -4.658 0.076 -0.245 0.646
H 3.041 -3.553 -2.946 -0.368 0.869 0.183
H 3.437 -2.625 -0.760 0.500 -0.141 0.870
H 0.105 3.798 0.927 -0.211 0.724 0.562
H 0.538 2.355 1.918 -0.343 0.112 0.463
H 0.127 4.443 -1.249 -0.174 0.161 0.047
H 0.275 5.202 -3.550 0.028 0.049 -0.231
H -0.234 3.630 -5.464 0.007 0.323 0.105
H -1.485 1.556 -4.995 0.739 0.662 0.889
H -1.701 0.709 -2.700 0.941 1.490 -0.051
H -3.099 3.471 -1.056 0.492 -0.215 0.456
H -5.198 3.922 0.040 -0.520 0.585 -0.486
H -5.708 2.975 2.291 0.576 -0.115 -0.478
H -4.034 1.446 3.428 -0.004 0.981 -1.044
H -1.809 1.090 2.378 -0.331 -0.214 -0.038
O -1.891 -1.308 -0.871 0.673 1.344 -1.011
C -2.980 -1.695 -0.228 -1.553 -0.479 0.697
C -4.288 -1.182 -0.457 1.839 -0.437 -0.912
C -5.355 -1.584 0.289 1.865 -1.776 1.465
C -5.148 -2.647 1.221 0.881 0.882 -0.733
C -3.891 -3.247 1.368 -1.059 0.860 0.685
C -2.791 -2.675 0.745 0.975 -0.263 -0.239
C -1.414 -3.116 1.085 -0.095 -0.053 -0.057
N -0.214 -2.645 0.665 -0.093 0.127 0.217
C 0.784 -3.436 1.274 -0.796 0.553 -0.553
C 0.164 -4.344 2.031 -0.091 -2.193 1.405
N -1.192 -4.135 1.938 0.816 0.746 -0.764
H -4.439 -0.553 -1.313 0.097 0.645 -0.071
H -6.234 -1.026 0.189 -1.508 0.209 -0.022
H -5.909 -2.879 1.914 -0.905 -0.620 0.366
H -3.747 -4.039 2.106 -0.319 0.255 -0.207
H 1.836 -3.319 1.089 -0.006 0.132 -0.061
H 0.484 -5.244 2.603 0.112 1.185 -0.527
H -1.874 -4.644 2.452 -0.468 -0.341 0.157

# 4
8
Properties=species:S:1:pos:R:3:forces:R:3 method="wB97M-V/def2-TZVPD" lumo_ha="0.0321 / -0.1088" s_squared=2.010 gap_ev="7.26 / 6.84" e_above_lowest_kcal_mol=71.95 spin_multiplicity=3
N -1.085 -0.501 -0.038 -3.891 2.044 -1.265
N 0.317 0.257 -0.445 8.098 1.080 -2.247
F 1.771 -1.476 0.890 -0.106 0.490 -1.877
P 1.843 -0.759 -0.671 -2.622 0.437 2.191
Cl 3.225 0.567 -0.059 1.053 0.742 0.020
H -1.801 -0.499 0.622 -2.101 -1.301 2.924
H -1.473 0.260 -0.675 -0.032 -2.410 -0.211
H 0.622 1.014 0.208 -0.399 -1.083 0.466

# 5
18
Properties=species:S:1:pos:R:3:forces:R:3 method="wB97M-V/def2-TZVPD" lumo_ha="-0.0792 / -0.0793" gap_ev="8.53 / 8.52" e_above_lowest_kcal_mol=51.39
C 1.046 -0.260 -2.425 -0.743 0.816 3.325
C -1.099 0.135 2.063 5.706 -1.931 1.134
C 0.968 0.036 -0.014 -1.936 -1.413 -3.710
N 1.489 -1.248 0.456 1.733 1.278 -0.844
N 1.787 1.118 0.349 2.391 1.656 3.439
O 0.732 -1.944 1.048 -0.937 -1.588 0.797
O 2.647 -1.489 0.172 -0.359 -0.186 0.071
O 1.904 2.129 -0.294 -0.429 -0.557 -0.822
O 2.317 0.985 1.488 -0.910 -0.066 -1.665
O -0.953 1.742 0.092 -0.417 1.266 -0.772
O -1.564 -0.629 -0.399 -0.189 -0.255 -0.111
S -0.841 0.353 0.334 1.604 0.066 0.740
H 0.618 -1.256 -2.490 0.971 -0.169 0.009
H 0.278 0.457 -2.560 -0.584 0.794 -0.276
H 2.039 0.159 -2.548 0.095 -0.844 -0.060
H -2.071 0.057 2.153 -5.193 -0.458 0.368
H -0.635 -0.904 2.308 -0.940 1.928 -0.256
H -0.745 0.889 2.811 0.135 -0.336 -1.366

# 6
49
Properties=species:S:1:pos:R:3:forces:R:3 method="wB97M-V/def2-TZVPD" lumo_ha="-0.3073 / -0.3138" gap_ev="6.34 / 6.24" e_above_lowest_kcal_mol=35.01 total_charge=+2
Tl -1.152 -2.033 -0.723 -0.203 -0.065 -0.084
O -0.710 -3.625 1.177 0.073 -0.194 0.174
N -1.052 -3.590 2.411 -0.006 -0.059 0.100
C -1.200 -4.751 3.090 -0.044 -0.255 0.050
C -1.571 -4.764 4.413 0.008 0.169 -0.011
C -1.780 -3.562 5.102 0.027 0.089 -0.041
C -1.614 -2.382 4.427 -0.037 -0.251 0.203
C -1.269 -2.374 3.061 -0.017 0.636 -0.498
S -1.182 -0.936 2.179 -0.085 -0.321 0.320
H -1.012 -5.644 2.516 0.006 0.055 -0.085
H -1.698 -5.716 4.909 0.037 -0.028 -0.029
H -2.069 -3.570 6.143 0.006 0.009 0.003
H -1.764 -1.425 4.905 -0.001 0.004 -0.007
C 3.246 -3.360 -2.629 0.148 0.002 -0.113
N 2.549 -2.795 -1.481 0.015 -0.091 0.027
C 2.511 -1.501 -1.186 0.119 0.034 -0.067
S 1.718 -1.040 0.292 0.039 -0.015 0.097
N 3.089 -0.627 -1.986 -0.024 -0.017 -0.138
C 3.149 0.818 -1.822 0.020 0.198 -0.008
H 3.116 -4.437 -2.620 -0.022 0.006 0.017
H 4.317 -3.145 -2.595 -0.019 0.016 0.052
H 2.828 -2.974 -3.561 -0.031 -0.012 0.021
H 2.179 -3.429 -0.789 -0.080 0.065 -0.006
H 3.521 -0.980 -2.830 -0.009 -0.056 0.042
H 2.803 1.097 -0.832 0.028 -0.077 0.023
H 2.526 1.299 -2.574 -0.004 -0.046 -0.006
H 4.175 1.156 -1.947 0.015 -0.072 0.007
C 1.219 5.409 -0.965 0.000 -0.105 0.070
C 0.814 4.178 -0.156 0.009 0.078 -0.142
C 0.314 3.052 -1.057 -0.140 -0.067 0.298
S -0.193 1.645 -0.006 -0.263 1.116 0.199
O 0.027 0.371 -0.816 0.198 -0.592 -0.558
C -1.996 1.898 0.019 0.248 -0.166 -0.086
C -2.707 1.682 -1.308 -0.185 0.032 0.064
C -4.218 1.815 -1.108 0.085 0.009 -0.052
H 1.640 6.161 -0.301 -0.009 0.040 -0.050
H 0.364 5.848 -1.478 0.001 -0.004 -0.019
H 1.974 5.156 -1.711 0.003 0.027 -0.007
H 0.029 4.459 0.553 0.045 -0.040 0.067
H 1.668 3.818 0.422 -0.046 0.013 0.074
H 1.101 2.674 -1.708 -0.039 -0.039 0.036
H -0.530 3.364 -1.672 0.027 -0.062 -0.030
H -2.141 2.912 0.401 0.065 -0.009 0.072
H -2.359 1.196 0.773 -0.024 0.101 0.044
H -2.472 0.689 -1.698 0.052 0.034 -0.042
H -2.381 2.412 -2.049 0.066 -0.060 -0.020
H -4.584 1.092 -0.378 -0.035 0.009 -0.011
H -4.741 1.648 -2.048 -0.011 -0.025 0.018
H -4.480 2.814 -0.760 -0.009 -0.012 0.030